[1]
Here is an isolated molecule of C15H22N2O from OMol25. Energies are from ωB97M-V with the def2-TZVPD basis set.

Geometry as XYZ:
```
40
Properties=species:S:1:pos:R:3:forces:R:3
C -6.976423 1.140794 0.114632 0.2 0.1 0.0
C -5.456583 1.114759 0.224818 -0.2 -0.3 -0.1
C -4.915895 -0.313378 0.187836 0.2 0.2 0.2
C -3.405169 -0.401223 0.403040 -0.2 -0.1 -0.3
C -2.596830 0.176925 -0.756771 0.2 -0.2 0.2
C -1.096234 0.002919 -0.536216 -0.5 0.1 -0.1
C -0.660252 -1.434595 -0.685203 0.2 0.4 0.2
O -1.297798 -2.318192 -1.210613 -0.2 -0.1 -0.1
N 0.586956 -1.703110 -0.183600 0.4 -1.1 -0.1
N 1.356360 -0.774081 0.406419 0.0 0.7 0.2
C 2.501368 -1.079738 0.846061 -0.1 -0.3 0.0
C 3.371747 -0.038967 1.465107 0.1 0.0 -0.1
C 4.579670 0.177030 0.586522 0.1 0.1 0.1
C 4.427118 0.797849 -0.647294 0.0 0.0 0.0
C 5.516196 0.983585 -1.478671 0.0 0.0 -0.1
C 6.771262 0.547322 -1.086818 0.1 0.0 0.0
C 6.930013 -0.075329 0.138611 0.1 0.0 0.0
C 5.838348 -0.262479 0.969773 0.0 0.0 0.0
H -7.429122 0.592001 0.937863 -0.1 -0.1 0.1
H -7.297723 0.682052 -0.817983 -0.1 0.0 -0.1
H -7.346506 2.163387 0.139498 -0.1 0.1 0.0
H -5.153232 1.590570 1.160648 0.1 0.1 0.0
H -5.031398 1.693526 -0.596710 0.1 0.1 0.0
H -5.168210 -0.771676 -0.770720 -0.1 -0.1 0.0
H -5.413046 -0.892696 0.970009 -0.1 -0.1 0.0
H -3.140873 0.120266 1.327144 0.0 0.0 0.1
H -3.131776 -1.451520 0.519970 0.1 0.0 0.1
H -2.814934 1.239502 -0.871066 0.0 0.0 -0.1
H -2.878691 -0.335744 -1.677923 -0.1 0.1 -0.1
H -0.799098 0.358226 0.451079 0.0 0.1 -0.1
H -0.534657 0.582086 -1.273779 0.1 0.0 0.1
H 0.929175 -2.662508 -0.280939 -0.2 0.3 0.0
H 2.918036 -2.089931 0.756591 -0.1 0.0 -0.1
H 2.799183 0.884645 1.557311 0.0 -0.1 0.1
H 3.688837 -0.369265 2.456602 0.0 0.1 0.0
H 3.445910 1.133806 -0.950348 -0.1 0.0 0.0
H 5.386694 1.468818 -2.434912 0.0 0.0 -0.1
H 7.622387 0.692078 -1.735451 0.1 0.0 0.0
H 7.906051 -0.417984 0.449582 0.1 0.0 0.0
H 5.969126 -0.749722 1.925896 0.0 0.0 0.1
```
Forces are in eV/Å.

Its charge is 0. For the frontier orbital gap, the calculation gives 9.90 eV. As for the highest occupied orbital energy: -9.065 eV. The energy above the lowest of the compared OMol25 structures with the same formula, charge and spin comes out at 31.9 kcal/mol. The energy is -769.51405 hartree.

---

[2]
Here is an isolated molecule of C15H22N2O2 from OMol25. Energies are from ωB97M-V with the def2-TZVPD basis set.

Geometry as XYZ:
```
41
Properties=species:S:1:pos:R:3:forces:R:3
C -5.028374 -0.304851 -0.671808 0.2 0.0 0.1
C -3.636730 -0.511143 -0.071860 -0.1 -0.1 -0.1
C -3.509792 -1.932139 0.477997 0.0 0.2 -0.1
C -3.412716 0.507737 1.072054 -0.3 0.1 0.0
C -2.668489 1.717916 0.565530 -0.1 -0.2 0.1
O -3.133361 2.827549 0.497755 0.0 0.1 0.0
C -1.262728 1.362035 0.155436 0.5 0.3 0.0
C -1.252805 0.053962 -0.582618 0.1 0.2 0.3
N -0.301697 -0.756103 -0.791017 -0.2 -0.8 -0.4
N 0.974649 -0.616433 -0.301742 0.2 0.3 -0.3
C 1.382304 -0.320379 0.962821 -0.1 0.0 0.1
O 0.623964 0.025041 1.853952 0.0 -0.1 0.1
C 2.846931 -0.437596 1.195715 0.2 0.1 0.2
C 3.723050 -1.473673 0.526151 0.1 0.0 0.0
C 3.873147 -0.039700 0.162811 -0.1 -0.3 0.3
C 5.090493 0.833445 0.420230 0.2 0.0 0.3
C 4.908626 1.450385 -0.978258 0.2 0.2 -0.2
C 3.636005 0.609526 -1.191849 -0.3 0.0 -0.3
C -2.579781 -0.296930 -1.178053 -0.1 -0.2 0.0
H -5.163391 -0.937475 -1.546624 0.0 -0.1 -0.1
H -5.165577 0.732430 -0.969644 0.0 0.1 -0.1
H -5.796735 -0.558022 0.055265 -0.1 0.0 0.1
H -3.761684 -2.661038 -0.289197 0.0 -0.1 -0.1
H -4.181972 -2.075586 1.321022 -0.1 0.0 0.1
H -2.490923 -2.120849 0.808653 0.1 -0.1 0.1
H -2.795377 0.050382 1.847632 0.1 0.0 0.1
H -4.366148 0.806413 1.507662 0.0 0.0 0.0
H -0.657595 1.284448 1.066855 -0.1 0.0 -0.1
H -0.827532 2.149512 -0.467164 -0.1 0.0 0.0
H 1.626785 -1.110356 -0.895897 -0.2 0.1 0.2
H 3.085123 -0.198476 2.226085 0.0 0.0 -0.1
H 4.488616 -1.931869 1.135322 0.0 0.0 0.1
H 3.276214 -2.158294 -0.181226 -0.1 0.0 -0.1
H 4.965538 1.538008 1.240662 0.0 0.0 0.0
H 6.019602 0.284614 0.566296 0.0 0.0 0.0
H 4.744874 2.524828 -0.980519 0.0 0.0 0.0
H 5.712726 1.214192 -1.670739 0.0 0.0 0.0
H 2.721623 1.197624 -1.254454 0.0 0.0 0.0
H 3.676910 -0.072330 -2.041036 0.0 0.0 -0.1
H -2.489371 -1.193268 -1.790302 0.0 0.0 0.0
H -2.894388 0.536469 -1.811900 0.0 0.1 -0.1
```
Forces are in eV/Å.

Its charge is 0. For the frontier orbital gap, the calculation gives 9.71 eV. As for the highest occupied orbital energy: -8.985 eV. The energy above the lowest of the compared OMol25 structures with the same formula, charge and spin comes out at 63.7 kcal/mol. The energy is -844.70010 hartree.

---

[3]
Here is an isolated molecule of C15H22N2O2S from OMol25. Energies are from ωB97M-V with the def2-TZVPD basis set.

Geometry as XYZ:
```
42
Properties=species:S:1:pos:R:3:forces:R:3
O 0.315098 3.156803 0.610916 -1.6 -3.6 1.8
C -0.098423 2.007186 0.955192 0.8 -1.0 -4.8
N -0.364558 0.972666 0.016128 2.7 15.5 -5.5
H -0.552801 0.155845 0.212147 -2.5 -10.2 2.4
C -0.273398 1.460438 -1.510826 5.8 -3.0 2.2
C -1.203951 0.746379 -2.384045 -4.0 -1.4 0.7
H -1.116356 1.239580 -3.403504 -0.9 -0.8 1.3
C -1.267613 -0.900952 -2.481904 2.7 -0.3 0.6
C -1.112130 -1.393589 -3.955764 3.8 0.6 2.0
H -0.789737 -2.393003 -3.825395 0.3 -1.4 0.0
H -1.956282 -1.461292 -4.474379 -4.0 0.0 -1.9
C -0.072571 -0.738882 -4.876760 1.2 4.7 3.7
H -0.468585 0.510503 -5.007748 1.4 -4.0 -0.6
C 1.456806 -0.589448 -4.127240 -1.5 6.6 -7.0
C 1.548682 0.815913 -3.391694 6.4 -1.2 -0.3
H 1.301349 1.680915 -3.947556 -1.4 0.6 -0.7
H 2.791545 1.161189 -3.386054 -2.7 -1.4 -0.5
C 1.385961 0.871327 -1.922144 -4.6 -2.8 2.5
H 1.406367 -0.309452 -1.387320 0.2 3.5 -1.7
H 2.110417 1.441906 -1.394810 0.3 0.6 0.4
H 1.532770 -1.349708 -3.538891 1.0 -4.6 3.8
H 2.302891 -0.616329 -5.080192 -2.4 0.0 2.9
H 0.174314 -1.332454 -5.701673 -0.5 -0.4 -1.8
H -0.113816 -1.265878 -1.946965 -3.9 0.7 -1.1
H -2.263115 -1.527771 -2.047830 3.0 2.2 -0.6
H -2.195308 0.898921 -1.768031 1.0 0.5 -2.1
H -0.162835 2.563676 -1.665799 -0.8 -1.1 0.8
C -0.331769 1.373692 2.254065 4.2 5.0 2.6
H 0.307299 2.282623 2.836339 -1.5 -2.7 -0.3
H -1.311271 1.564132 2.488445 -2.6 0.0 0.8
S 0.313344 -0.264459 2.469138 0.2 0.6 -0.4
C -0.128372 -0.386668 4.122472 1.8 -6.0 0.4
C -0.562198 0.360152 5.134877 -0.9 5.2 -3.6
C -0.763044 0.039841 6.387505 1.8 -5.4 3.3
C -0.294220 -1.301544 6.663454 1.3 -4.0 -1.0
C 0.329634 -2.346718 5.723276 -7.8 18.0 -2.5
N 0.250098 -1.685465 4.478854 5.5 -4.3 -1.6
O 1.204130 -2.322912 3.509677 -3.7 1.9 2.2
H 0.661663 -3.187515 5.841346 3.7 -9.1 1.2
H -0.291175 -1.885908 7.556107 -0.6 1.0 1.6
H -1.031748 0.603244 7.251346 -0.4 0.7 -0.1
H -0.667093 1.353016 4.715241 -0.6 0.6 0.8
```
Forces are in eV/Å.

Its charge is 0. For the frontier orbital gap, the calculation gives 8.37 eV. As for the highest occupied orbital energy: -8.665 eV. The energy above the lowest of the compared OMol25 structures with the same formula, charge and spin comes out at 346.8 kcal/mol. The energy is -1242.44737 hartree.

---

[4]
Here is a structure of composition C15H22N2O3 from OMol25. Energies are from ωB97M-V with the def2-TZVPD basis set.

Geometry as XYZ:
```
42
Properties=species:S:1:pos:R:3:forces:R:3
C -0.292820 1.313427 1.008852 -2.0 -0.5 1.7
C -0.525367 -0.157373 1.307337 2.7 1.1 1.6
C -1.223820 1.406210 -0.236490 1.3 0.8 -3.6
C -1.137589 2.797127 -0.932687 -1.1 1.9 1.9
C -0.324175 3.170244 -2.071565 -3.4 1.4 3.8
C -1.883055 3.867512 -0.254374 0.6 1.4 -3.2
C -0.268793 4.458972 -2.560398 0.5 -1.7 -0.4
C -1.889570 5.112608 -1.055354 -1.2 -2.9 2.4
C -1.187397 5.392237 -2.174591 2.0 -0.4 0.5
C 0.612197 -2.353750 1.634220 -3.0 1.8 -1.1
C 1.939910 -2.716114 2.232402 2.6 0.2 1.3
C 0.126004 -3.429068 0.476305 0.4 -0.4 -1.6
C -1.306639 -3.461670 -0.229269 -1.9 -2.3 0.1
C 1.090635 -3.502822 -0.800075 3.0 -2.1 0.6
C 1.502684 -2.050878 -1.166684 1.1 3.0 -1.8
H 1.461878 2.452140 0.355754 -1.3 -2.7 1.3
H 1.605361 1.950688 1.915932 -1.8 -1.2 -1.7
H -0.987324 1.737594 1.872464 2.0 0.0 -1.5
H -2.281138 1.198396 0.050165 1.1 0.1 0.0
H -0.946493 0.644105 -1.104572 -0.3 1.1 2.0
H 0.140531 2.443052 -2.564606 2.3 -3.0 -1.7
H -2.556838 3.895232 0.690277 1.5 -0.7 -1.8
H 0.537330 4.574036 -3.248181 0.1 0.7 -0.9
H -2.613052 5.816442 -0.832745 -1.3 1.5 1.2
H -1.066898 6.377904 -2.522288 -0.6 1.1 -0.6
H 1.578192 -0.228660 1.358203 -3.5 -2.5 -0.9
H -0.226987 -2.421513 2.426423 1.5 -0.2 -0.9
H -0.078084 -4.305650 1.117027 1.3 0.0 -0.5
H -1.983685 -3.113048 0.619408 0.0 0.4 -2.0
H -1.683205 -4.847749 -0.097774 1.3 4.2 -1.1
H -1.497017 -3.082778 -1.577685 0.6 -0.9 4.9
H 0.697875 -4.272511 -1.670108 0.6 2.4 2.3
H 2.274466 -3.916317 -0.597871 -3.5 0.3 -0.1
H 2.767639 -1.911531 -0.516063 -4.1 0.2 -2.5
H 1.530298 -1.957602 -2.608848 0.4 -0.1 4.7
H 0.643657 -0.842856 -0.598843 2.7 -4.1 -2.2
H 2.524623 -4.254068 3.236186 2.5 -0.7 0.9
N 1.157764 1.573834 0.992905 1.8 4.5 -0.5
N 0.596196 -0.900196 1.266387 3.4 0.3 1.1
O -1.607443 -0.461392 1.697158 -2.5 -1.9 0.3
O 3.029242 -2.114163 2.256404 -3.3 -1.3 -0.6
O 1.750908 -3.880051 2.907259 -2.4 1.1 -1.4
```
Forces are in eV/Å.

Its charge is 0. For the frontier orbital gap, the calculation gives 9.08 eV. As for the highest occupied orbital energy: -8.543 eV. The energy above the lowest of the compared OMol25 structures with the same formula, charge and spin comes out at 304.0 kcal/mol. The energy is -919.59420 hartree.

---

[5]
Here is an isolated molecule of C15H22N2O4 from OMol25. Energies are from ωB97M-V with the def2-TZVPD basis set.

Geometry as XYZ:
```
43
Properties=species:S:1:pos:R:3:forces:R:3
O 1.905206 -2.048874 -2.287334 0.0 0.0 0.0
C 2.353748 -1.052093 -1.764607 -0.1 0.2 0.0
C 1.797021 -0.581306 -0.423168 0.1 0.0 0.1
C 2.257319 -1.525905 0.682086 0.0 0.0 0.0
O 3.680241 -1.492465 0.718719 0.0 0.0 0.0
N 0.356314 -0.617657 -0.533557 0.0 0.0 0.0
C -0.435651 0.138736 0.269264 0.0 0.0 0.0
O 0.029222 0.894140 1.107821 0.0 0.0 0.0
C -1.920675 -0.013903 0.064141 0.0 0.0 0.0
C -2.728146 1.308311 -0.027089 0.0 0.0 0.0
C -3.721346 0.718654 0.968916 0.0 0.0 0.0
C -2.735745 -0.386459 1.334940 0.0 0.0 0.0
C -5.204830 0.531024 0.733022 0.0 0.0 0.0
C -4.695504 1.399553 1.825426 0.0 -0.1 0.0
C -4.906750 1.562974 3.277630 0.0 0.0 0.0
C -4.914236 2.765640 2.340021 0.0 0.0 0.0
N 3.254410 -0.204197 -2.374599 -0.2 0.2 0.0
C 4.411895 0.363708 -1.693639 0.0 0.1 0.3
C 5.510896 -0.675113 -1.961127 0.0 -0.1 -0.3
C 4.899794 -1.475978 -3.133667 0.2 0.1 -0.1
O 3.774661 -0.684006 -3.570946 0.1 -0.5 0.1
H 2.095551 0.438145 -0.184904 0.0 0.0 0.0
H 1.823263 -1.187302 1.625717 0.0 0.0 0.0
H 1.892505 -2.530727 0.448389 0.0 0.0 0.0
H 3.987224 -2.097188 1.398989 0.0 0.0 0.0
H -0.034044 -1.278386 -1.186785 0.0 0.0 0.0
H -2.144705 -0.682943 -0.767145 0.0 0.0 0.0
H -2.159753 2.134838 0.401182 0.0 0.0 0.0
H -3.104636 1.583205 -1.011612 0.0 0.0 0.0
H -3.116389 -1.405810 1.390126 0.0 0.0 0.0
H -2.173619 -0.148214 2.239291 0.0 0.0 0.0
H -5.633211 1.009095 -0.140615 0.0 0.0 0.0
H -5.643619 -0.424504 0.996461 0.0 0.0 0.0
H -5.854820 1.252678 3.697293 0.0 0.0 0.0
H -4.052476 1.448234 3.933017 0.0 0.0 0.0
H -4.066973 3.438488 2.382000 0.0 0.0 0.0
H -5.867189 3.241325 2.147708 0.0 0.0 0.0
H 4.642089 1.319782 -2.160658 0.0 0.0 0.0
H 4.216894 0.512354 -0.637968 0.0 0.0 0.0
H 6.448233 -0.190541 -2.226376 0.0 0.0 -0.1
H 5.681939 -1.308826 -1.093112 -0.1 0.0 0.0
H 5.551197 -1.592295 -3.996400 0.0 0.0 0.0
H 4.544701 -2.456175 -2.806841 0.0 0.1 0.0
```
Forces are in eV/Å.

Its charge is 0. For the frontier orbital gap, the calculation gives 10.17 eV. As for the highest occupied orbital energy: -9.582 eV. The energy above the lowest of the compared OMol25 structures with the same formula, charge and spin comes out at 123.8 kcal/mol. The energy is -995.12419 hartree.